[1]
Here is a 16-piece molecular cluster, C80H208N16O24 overall in a non-equilibrium geometry from the OMol25 dataset. Energies are from ωB97M-V/def2-TZVPD.

Each line ends with the Löwdin charge.
Atoms and positions in Å:
C 10.756 -4.629 -4.717  -0.118
O 9.365 -4.627 -4.437  -0.231
C 8.525 -4.713 -5.646  -0.147
C 7.050 -4.712 -5.033  -0.166
N 6.499 -6.073 -4.648  -0.077
C 5.136 -6.268 -4.100  -0.214
C 4.803 -5.581 -2.807  -0.229
O 4.143 -4.353 -3.137  -0.198
C 3.647 -3.656 -1.967  -0.090
H 11.262 -4.886 -3.787  0.083
H 11.121 -3.684 -5.117  0.088
H 10.897 -5.531 -5.313  0.081
H 8.727 -5.623 -6.211  0.114
H 8.622 -3.794 -6.224  0.103
H 6.350 -4.303 -5.761  0.101
H 7.012 -4.081 -4.145  0.102
H 7.305 -6.457 -4.175  0.092
H 5.043 -7.351 -4.018  0.106
H 4.415 -6.155 -4.910  0.118
H 5.727 -5.347 -2.279  0.126
H 4.275 -6.410 -2.338  0.116
H 3.261 -2.723 -2.378  0.071
H 4.357 -3.364 -1.193  0.085
H 2.825 -4.218 -1.524  0.083
C -4.208 -2.761 -5.470  -0.056
O -4.326 -1.521 -4.750  -0.209
C -3.853 -0.423 -5.421  -0.233
C -4.947 0.616 -5.884  -0.175
N -5.713 0.306 -7.103  -0.061
C -6.531 1.430 -7.484  -0.229
C -7.509 1.183 -8.685  -0.148
O -6.716 1.195 -9.931  -0.170
C -6.317 2.468 -10.231  -0.172
H -3.172 -2.927 -5.766  0.075
H -4.796 -2.645 -6.381  0.086
H -4.628 -3.520 -4.810  0.072
H -3.018 -0.636 -6.089  0.121
H -3.408 0.152 -4.609  0.085
H -4.464 1.593 -5.850  0.100
H -5.713 0.659 -5.111  0.091
H -5.332 -0.381 -7.738  0.116
H -5.959 2.321 -7.744  0.096
H -7.091 1.676 -6.581  0.102
H -8.229 1.988 -8.539  0.109
H -8.050 0.249 -8.535  0.114
H -7.115 3.196 -10.087  0.087
H -6.090 2.519 -11.296  0.093
H -5.481 2.826 -9.631  0.080
C -2.908 -1.600 4.653  -0.117
O -1.976 -2.562 4.225  -0.221
C -2.436 -3.332 3.079  -0.181
C -3.195 -4.588 3.489  -0.234
N -3.469 -5.452 2.429  -0.118
C -2.350 -5.996 1.715  -0.175
C -2.675 -7.357 0.944  -0.194
O -2.222 -8.538 1.560  -0.165
C -2.736 -8.758 2.861  -0.114
H -2.523 -0.963 5.449  0.079
H -3.691 -2.113 5.212  0.078
H -3.402 -1.080 3.833  0.078
H -1.442 -3.574 2.702  0.113
H -2.860 -2.710 2.291  0.121
H -4.148 -4.406 3.986  0.127
H -2.603 -5.169 4.197  0.111
H -4.354 -5.333 1.957  0.123
H -1.624 -6.296 2.470  0.121
H -2.142 -5.178 1.024  0.110
H -2.398 -7.247 -0.105  0.105
H -3.763 -7.342 0.883  0.105
H -3.794 -9.020 2.850  0.083
H -2.640 -7.991 3.629  0.080
H -2.405 -9.729 3.230  0.087
C 5.212 2.586 9.587  -0.058
O 3.795 2.631 9.530  -0.227
C 3.036 2.497 10.644  -0.260
C 1.546 2.620 10.297  -0.198
N 1.370 3.788 9.448  -0.015
C 0.188 3.681 8.521  -0.170
C 0.363 4.531 7.273  -0.231
O 1.216 3.981 6.303  -0.219
C 2.586 4.475 6.277  -0.041
H 5.462 2.868 10.610  0.089
H 5.562 3.136 8.714  0.095
H 5.559 1.556 9.507  0.083
H 3.198 3.377 11.266  0.112
H 3.368 1.671 11.273  0.129
H 0.915 2.721 11.179  0.081
H 1.306 1.664 9.832  0.109
H 2.196 3.928 8.885  0.068
H -0.694 4.099 9.006  0.109
H 0.043 2.701 8.066  0.106
H 0.582 5.583 7.454  0.126
H -0.600 4.506 6.761  0.116
H 3.092 3.903 7.055  0.072
H 2.721 5.547 6.420  0.096
H 3.101 4.169 5.367  0.050
C -6.806 0.404 0.754  -0.078
O -6.256 1.029 -0.476  -0.203
C -5.008 0.371 -0.921  -0.198
C -4.516 1.123 -2.170  -0.190
N -4.106 2.538 -1.871  -0.023
C -4.219 3.413 -3.085  -0.168
C -3.868 4.914 -2.869  -0.211
O -5.039 5.607 -2.623  -0.154
C -5.349 5.653 -1.289  -0.139
H -6.114 0.443 1.595  0.077
H -7.343 -0.541 0.688  0.075
H -7.648 1.089 0.855  0.081
H -5.097 -0.659 -1.266  0.107
H -4.352 0.206 -0.066  0.096
H -5.333 0.950 -2.871  0.103
H -3.709 0.489 -2.537  0.076
H -4.477 2.853 -0.986  0.088
H -5.203 3.277 -3.535  0.112
H -3.678 3.032 -3.950  0.091
H -3.374 5.149 -3.813  0.110
H -3.156 4.949 -2.045  0.097
H -6.036 6.499 -1.262  0.097
H -4.587 6.070 -0.630  0.087
H -5.701 4.731 -0.828  0.088
C 4.584 2.531 3.857  -0.091
O 4.900 3.920 3.690  -0.195
C 3.955 4.568 2.873  -0.266
C 4.186 6.055 2.887  -0.189
N 5.465 6.386 2.208  -0.038
C 5.898 7.631 2.755  -0.245
C 7.333 8.078 2.312  -0.187
O 7.312 8.861 1.099  -0.208
C 8.586 9.094 0.392  -0.074
H 3.622 2.213 4.258  0.071
H 5.348 2.309 4.602  0.097
H 4.813 1.964 2.955  0.083
H 2.971 4.416 3.318  0.098
H 3.871 4.055 1.916  0.116
H 4.198 6.347 3.937  0.106
H 3.277 6.500 2.485  0.124
H 6.221 5.753 2.426  0.103
H 5.810 7.513 3.835  0.102
H 5.265 8.517 2.708  0.123
H 7.779 7.088 2.219  0.107
H 7.866 8.677 3.050  0.117
H 9.010 8.105 0.218  0.069
H 9.378 9.373 1.086  0.074
H 8.511 9.639 -0.549  0.087
C -1.058 -1.534 -2.875  -0.033
O -0.202 -0.340 -3.051  -0.220
C -0.488 0.739 -2.203  -0.219
C -0.209 0.497 -0.702  -0.162
N -1.468 0.565 0.083  -0.062
C -1.322 0.340 1.516  -0.169
C -0.463 1.476 2.182  -0.123
O -0.278 1.071 3.598  -0.237
C 0.205 2.154 4.334  -0.149
H -2.126 -1.333 -2.791  0.068
H -0.785 -2.082 -1.973  0.081
H -0.981 -2.040 -3.837  0.075
H -1.505 1.073 -2.410  0.103
H 0.033 1.586 -2.650  0.090
H 0.474 1.279 -0.368  0.082
H 0.286 -0.467 -0.588  0.118
H -2.050 1.349 -0.176  0.070
H -0.881 -0.649 1.643  0.110
H -2.320 0.279 1.949  0.101
H -0.945 2.425 2.417  0.111
H 0.539 1.597 1.770  0.111
H 0.508 1.772 5.309  0.069
H -0.537 2.944 4.445  0.089
H 1.106 2.592 3.905  0.079
C -2.695 1.712 8.281  -0.163
O -2.750 2.644 9.257  -0.219
C -3.352 2.221 10.526  -0.151
C -3.128 3.390 11.501  -0.294
N -1.918 3.299 12.127  -0.060
C -1.477 4.602 12.792  -0.111
C 0.014 4.293 13.228  -0.236
O 0.499 5.319 14.122  -0.172
C 1.952 5.157 14.161  -0.100
H -2.414 2.308 7.413  0.090
H -3.717 1.409 8.051  0.089
H -2.038 0.878 8.528  0.086
H -2.999 1.287 10.965  0.125
H -4.414 2.085 10.322  0.116
H -3.935 3.265 12.223  0.117
H -3.468 4.309 11.023  0.122
H -1.216 3.042 11.448  0.085
H -1.972 4.689 13.759  0.114
H -1.537 5.493 12.167  0.118
H 0.582 4.318 12.299  0.076
H 0.245 3.251 13.450  0.117
H 2.401 5.792 14.925  0.076
H 2.478 5.440 13.250  0.085
H 2.208 4.196 14.607  0.084
C 0.677 2.269 -7.729  -0.056
C 0.720 2.015 -6.213  -0.406
C -0.114 2.999 -5.277  -0.157
O 0.082 4.320 -5.760  -0.203
C -0.249 5.420 -4.796  -0.039
N 0.584 0.627 -5.831  0.053
H 1.189 1.626 -8.445  0.064
H 1.180 3.233 -7.798  0.066
H -0.261 2.608 -8.170  0.076
H 1.777 2.154 -5.986  0.111
H 0.121 2.972 -4.213  0.099
H -1.119 2.712 -5.588  0.117
H -0.078 5.107 -3.766  0.045
H -1.241 5.852 -4.932  0.074
H 0.526 6.168 -4.962  0.083
H 0.714 0.523 -4.835  0.042
H 0.979 -0.150 -6.341  0.048
C -6.894 -4.061 -2.577  -0.074
C -8.221 -3.249 -2.700  -0.436
C -7.901 -1.869 -3.378  -0.168
O -9.082 -1.281 -3.871  -0.202
C -9.034 -0.458 -5.050  -0.086
N -9.169 -4.013 -3.421  0.042
H -6.623 -4.569 -3.503  0.052
H -7.077 -4.860 -1.859  0.079
H -6.051 -3.422 -2.316  0.075
H -8.520 -3.325 -1.654  0.123
H -7.128 -2.029 -4.130  0.119
H -7.677 -1.211 -2.539  0.120
H -8.678 -1.069 -5.879  0.085
H -8.596 0.537 -4.973  0.075
H -10.026 -0.201 -5.423  0.080
H -9.813 -3.414 -3.919  0.070
H -8.582 -4.511 -4.074  0.063
C -0.569 -6.187 7.616  -0.070
C -0.038 -5.203 6.576  -0.417
C -0.400 -3.674 6.859  -0.203
O 0.299 -3.179 8.008  -0.151
C -0.360 -1.910 8.205  -0.107
N 1.379 -5.441 6.437  0.034
H -1.632 -6.382 7.482  0.068
H -0.435 -5.855 8.646  0.081
H -0.189 -7.201 7.493  0.070
H -0.441 -5.434 5.590  0.116
H -1.483 -3.576 6.771  0.114
H -0.158 -3.094 5.969  0.081
H -1.055 -2.027 9.036  0.088
H -0.939 -1.461 7.398  0.075
H 0.439 -1.264 8.571  0.072
H 1.703 -5.165 7.353  0.066
H 1.495 -6.443 6.467  0.063
C 3.082 3.804 -2.293  -0.036
C 2.259 5.044 -1.841  -0.423
C 1.449 4.886 -0.558  -0.136
O 0.564 3.697 -0.599  -0.186
C -0.787 4.076 -0.690  -0.142
N 3.244 6.093 -1.651  0.018
H 3.659 3.987 -3.199  0.074
H 2.475 2.914 -2.459  0.059
H 3.821 3.659 -1.505  0.076
H 1.624 5.585 -2.543  0.114
H 0.971 5.835 -0.316  0.126
H 2.088 4.653 0.294  0.108
H -1.025 4.685 -1.562  0.069
H -1.244 4.564 0.171  0.088
H -1.520 3.270 -0.675  0.055
H 3.819 6.311 -2.451  0.075
H 3.942 5.755 -1.004  0.061
C 0.110 -2.216 -11.413  -0.070
C -0.009 -1.915 -9.914  -0.452
C 1.265 -2.249 -9.059  -0.135
O 0.950 -2.010 -7.653  -0.232
C -0.041 -2.768 -6.976  -0.109
N -0.422 -0.539 -9.781  0.049
H -0.831 -1.939 -11.889  0.082
H 0.349 -3.274 -11.521  0.072
H 1.013 -1.733 -11.786  0.074
H -0.857 -2.551 -9.662  0.128
H 2.190 -1.731 -9.311  0.121
H 1.556 -3.280 -9.260  0.112
H -1.004 -2.267 -7.080  0.066
H 0.164 -2.840 -5.907  0.078
H -0.219 -3.775 -7.350  0.085
H 0.360 0.059 -10.007  0.063
H -0.570 -0.376 -8.795  0.052
C 0.012 -6.383 -4.289  -0.060
C -1.200 -7.249 -4.491  -0.439
C -2.429 -6.609 -5.006  -0.261
O -2.927 -5.589 -4.227  -0.195
C -3.855 -6.063 -3.226  -0.074
N -0.905 -8.386 -5.393  0.039
H -0.166 -5.814 -3.376  0.080
H 0.300 -5.824 -5.179  0.076
H 0.929 -6.924 -4.053  0.075
H -1.343 -7.649 -3.487  0.134
H -3.215 -7.305 -5.299  0.131
H -2.273 -6.002 -5.897  0.131
H -3.471 -7.002 -2.827  0.081
H -4.924 -6.042 -3.438  0.071
H -3.729 -5.389 -2.379  0.081
H -0.298 -9.077 -4.974  0.067
H -0.295 -8.036 -6.118  0.064
C 3.458 -1.009 2.739  -0.040
C 2.725 -1.841 3.810  -0.452
C 2.128 -0.913 4.949  -0.143
O 3.237 -0.189 5.653  -0.175
C 2.665 0.383 6.843  -0.096
N 1.791 -2.792 3.368  0.067
H 2.812 -0.465 2.050  0.071
H 3.895 -1.718 2.035  0.060
H 4.402 -0.516 2.970  0.069
H 3.367 -2.301 4.562  0.137
H 1.664 -1.737 5.491  0.096
H 1.325 -0.273 4.585  0.098
H 3.520 0.472 7.513  0.079
H 1.990 -0.308 7.348  0.066
H 2.296 1.402 6.728  0.067
H 1.224 -3.107 4.142  0.051
H 1.130 -2.190 2.899  0.064
C 6.722 -1.013 -7.994  -0.075
C 6.717 0.327 -7.362  -0.423
C 5.464 0.549 -6.458  -0.155
O 5.666 -0.319 -5.295  -0.220
C 4.454 -0.865 -4.765  -0.084
N 7.939 0.424 -6.534  0.035
H 5.722 -1.303 -8.317  0.079
H 7.090 -1.844 -7.392  0.067
H 7.476 -1.008 -8.780  0.084
H 6.721 1.094 -8.136  0.132
H 4.657 0.056 -6.999  0.090
H 5.033 1.525 -6.235  0.118
H 3.856 -0.134 -4.220  0.084
H 4.713 -1.668 -4.074  0.069
H 3.908 -1.371 -5.561  0.085
H 7.913 1.181 -5.866  0.066
H 7.760 -0.336 -5.893  0.049

Calculated values
Energy relative to the best compared isomer or geometry (same formula, charge and spin): 293.8 kcal/mol
Spin multiplicity: 1
LUMO level: 0.184 eV
Gap between HOMO and LUMO: 8.271 eV
Electronic energy: -5853.64254 hartree

---

[2]
Here is an isolated molecule of C9H13N3 in a non-equilibrium geometry from the OMol25 dataset. Energies are from ωB97M-V/def2-TZVPD.

Each line ends with the Löwdin charge.
Atoms and positions in Å:
C 1.532 -1.599 0.151  -0.091
C -1.993 -0.097 0.168  -0.273
C 2.409 -0.598 0.162  -0.284
C -0.918 0.783 0.203  -0.226
C -1.735 -1.444 0.188  -0.172
C 1.642 0.722 0.280  -0.055
C -3.370 0.367 -0.239  -0.045
C 3.900 -0.631 -0.210  -0.071
C -1.119 2.283 0.034  -0.030
N -2.369 -2.516 0.193  0.132
N 0.242 -1.196 0.506  0.015
N 0.263 0.161 0.440  -0.087
H 1.637 -2.656 -0.110  0.124
H 1.907 1.528 0.972  0.126
H 1.765 1.084 -0.667  0.086
H -3.388 0.003 -1.340  0.120
H -3.537 1.409 -0.052  0.048
H -4.022 -0.317 0.303  0.072
H 4.153 0.423 -0.670  0.109
H 4.075 -1.465 -0.910  0.061
H 4.412 -1.065 0.726  0.093
H -1.107 2.520 -1.033  0.081
H -0.294 2.893 0.591  0.099
H -2.065 2.771 0.542  0.111
H -2.019 -3.362 -0.227  0.056

Calculated values
Energy relative to the best compared isomer or geometry (same formula, charge and spin): 89.2 kcal/mol
Spin multiplicity: 1
LUMO level (spin up / spin down): 0.716 / 0.717 eV
Gap between HOMO and LUMO (spin up / spin down): 7.294 / 7.293 eV
Electronic energy: -514.83392 hartree

---

[3]
Here is an isolated molecule of C4H7NS2 in a non-equilibrium geometry from the OMol25 dataset. Energies are from ωB97M-V/def2-TZVPD.

Each line ends with the Löwdin charge.
Atoms and positions in Å:
H -3.445 -0.547 1.678  0.034
N -3.004 -0.417 0.790  0.013
C -1.756 -0.478 0.496  -0.638
S -1.291 -0.279 -1.108  0.931
C 0.448 -0.890 -0.910  -0.519
C 1.476 0.011 -0.260  -0.853
C 1.139 1.443 -0.023  -0.149
S 2.860 -0.754 0.296  0.668
H -0.964 -0.571 1.217  0.076
H 0.779 -0.918 -1.978  0.085
H 0.565 -1.983 -0.487  0.114
H 0.133 1.554 -0.350  0.000
H 1.829 2.228 -0.494  0.113
H 1.231 1.601 1.132  0.123

Calculated values
SMILES string: [H]/N=C/SCC(C)=S
Energy relative to the best compared isomer or geometry (same formula, charge and spin): 40.1 kcal/mol
Spin multiplicity: 1
LUMO level (spin up / spin down): -0.588 / -0.588 eV
Gap between HOMO and LUMO (spin up / spin down): 8.232 / 8.231 eV
Electronic energy: -1007.67028 hartree